Entry 1:
Here is 11 unconnected molecules or ions with the total composition C94H100N6O13 at a distorted geometry from the OMol25 dataset. Energies are from ωB97M-V/def2-TZVPD.

The geometry in XYZ format:
```
213
C94H100N6O13, DFT ωB97M-V/def2-TZVPD
O -7.38300 -22.93784 2.28574
C -6.34459 -22.80713 2.93073
C -6.13238 -21.91707 4.09228
C -7.18706 -21.07998 4.46453
C -6.99319 -20.18001 5.51101
C -5.89006 -20.29138 6.39791
C -4.82605 -21.16922 6.07021
C -4.92947 -21.91934 4.82503
C -3.68994 -22.74543 4.47804
O -2.62765 -22.75554 5.15283
C -3.93265 -23.72817 3.33150
C -2.91353 -24.55398 2.88605
C -3.09723 -25.48116 1.82682
C -4.36102 -25.68635 1.32040
C -5.35416 -24.78235 1.68125
C -5.20787 -23.82930 2.69925
H -8.04893 -21.09012 3.81378
H -7.78488 -19.46869 5.69440
H -5.87588 -19.72817 7.31931
H -4.06337 -21.34869 6.81353
H -1.94024 -24.36667 3.31502
H -2.27731 -26.11370 1.52019
H -4.40829 -26.46463 0.57310
H -6.18660 -24.96799 1.01870
O -14.57245 -23.13319 1.61418
C -13.93980 -22.46567 0.78378
C -13.43520 -21.01531 0.97512
C -13.70076 -20.38629 2.18730
C -13.15517 -19.09583 2.41169
C -12.36749 -18.44742 1.48168
C -12.19154 -19.01158 0.16663
C -12.71498 -20.28292 -0.08986
C -12.57513 -20.92477 -1.47437
O -11.91066 -20.42954 -2.38682
C -13.25974 -22.32610 -1.61790
C -13.31918 -22.79011 -2.91585
C -14.00192 -23.90493 -3.31612
C -14.58809 -24.62590 -2.29838
C -14.50147 -24.24918 -0.94028
C -13.87955 -23.02214 -0.58701
H -14.30466 -20.65915 3.04009
H -13.25416 -18.50524 3.31047
H -11.93011 -17.51864 1.81706
H -11.60558 -18.46345 -0.55629
H -12.99702 -22.15286 -3.72610
H -14.14615 -24.11068 -4.36649
H -15.14343 -25.49469 -2.61964
H -14.92913 -24.86326 -0.16156
O -8.00066 -18.28072 9.56427
C -8.77300 -19.20842 9.70610
C -8.68419 -20.10899 10.95038
C -7.59241 -19.84941 11.73422
C -7.55620 -20.64455 12.89078
C -8.62565 -21.47273 13.33932
C -9.72474 -21.64448 12.55745
C -9.72659 -20.99490 11.26707
C -10.96584 -21.09331 10.40576
O -11.93142 -21.67044 10.80206
C -10.86468 -20.40074 9.04496
C -11.78014 -20.73254 8.00413
C -11.70434 -20.19162 6.75343
C -10.82546 -19.21642 6.50523
C -9.80975 -18.96892 7.41250
C -9.83210 -19.52039 8.71669
H -6.81321 -19.10892 11.62967
H -6.70287 -20.60339 13.55148
H -8.56639 -22.08014 14.23036
H -10.64941 -22.10761 12.86872
H -12.63250 -21.33976 8.27090
H -12.47514 -20.32369 6.00856
H -10.85099 -18.83322 5.49582
H -9.00655 -18.27850 7.20137
O -4.74700 -8.23998 4.44604
C -4.98754 -9.30405 3.85694
C -5.40988 -9.47436 2.40977
C -5.78344 -8.37571 1.63475
C -6.38535 -8.35470 0.39649
C -6.64360 -9.60552 -0.18324
C -6.19980 -10.78649 0.49684
C -5.70280 -10.68262 1.82725
C -5.43116 -11.97117 2.52721
O -5.56744 -13.10764 2.07667
C -4.96524 -11.84455 3.95835
C -4.79893 -13.00055 4.68315
C -4.47294 -12.87204 6.01884
C -4.29735 -11.66560 6.71169
C -4.33799 -10.51135 5.96982
C -4.73283 -10.58982 4.60716
H -5.72617 -7.38674 2.06492
H -6.73754 -7.53007 -0.20547
H -7.12112 -9.53693 -1.14950
H -6.38310 -11.61766 -0.16795
H -4.93794 -14.00845 4.32091
H -4.31780 -13.76618 6.60436
H -4.28147 -11.63497 7.79114
H -4.21472 -9.60074 6.53728
O -10.46277 -24.96966 -0.05926
C -10.18955 -23.86896 0.42164
C -9.50837 -22.80569 -0.44313
C -9.08666 -23.03703 -1.77525
C -8.51868 -21.99756 -2.54581
C -8.49587 -20.72600 -2.02580
C -8.86931 -20.45373 -0.73780
C -9.28874 -21.47380 0.08252
C -9.44771 -21.20459 1.52685
O -9.22371 -20.05369 1.98726
C -10.10862 -22.17068 2.38704
C -10.35505 -21.88425 3.73419
C -11.16409 -22.78880 4.46222
C -11.74244 -23.94583 3.90734
C -11.41208 -24.20974 2.55376
C -10.50506 -23.42002 1.83454
H -9.37060 -23.94077 -2.29394
H -8.28145 -22.23080 -3.57328
H -8.11085 -19.86962 -2.55944
H -8.85124 -19.49422 -0.24240
H -9.94312 -21.00279 4.20294
H -11.50846 -22.66177 5.47793
H -12.35434 -24.67332 4.41992
H -11.82054 -25.07461 2.05221
C -11.79181 -14.71196 0.50177
C -10.76178 -15.17843 -0.40946
N -10.01473 -14.00611 -0.90158
C -10.69971 -13.10417 -1.81303
C -9.67623 -12.12494 -2.46780
C -9.02843 -13.42223 0.09202
C -9.53611 -12.29407 0.88049
H -12.68687 -15.33349 0.47600
H -12.26858 -13.77573 0.21151
H -11.30041 -14.63317 1.47152
H -10.17317 -15.96602 0.06103
H -11.38653 -15.65497 -1.16490
H -11.13364 -13.75835 -2.56924
H -11.38510 -12.50893 -1.20968
H -9.97443 -11.78000 -3.45785
H -9.52834 -11.26116 -1.81964
H -8.68337 -12.56200 -2.57411
H -8.15655 -13.11505 -0.48554
H -8.65105 -14.17395 0.78527
H -10.13135 -12.81172 1.63271
H -10.08030 -11.48884 0.38696
H -8.82108 -11.72204 1.47176
C -2.87709 -17.04923 1.00832
C -4.06092 -16.37100 1.58016
N -4.98123 -17.21039 2.37185
C -4.38295 -17.85936 3.55954
C -3.58649 -17.04916 4.68099
C -5.67098 -18.22688 1.66497
C -6.32339 -17.93600 0.33263
H -2.08314 -17.21506 1.73650
H -2.41457 -16.39553 0.26882
H -3.21685 -18.00726 0.61482
H -3.94241 -15.48480 2.20362
H -4.77861 -16.07765 0.81402
H -5.34047 -18.09203 4.02550
H -3.91861 -18.82643 3.36647
H -3.93377 -17.35606 5.66755
H -2.50092 -17.11438 4.75441
H -3.90233 -16.00593 4.67713
H -6.51435 -18.65998 2.20279
H -5.08908 -19.14851 1.65448
H -6.94421 -18.76219 -0.01390
H -5.59500 -17.72400 -0.45006
H -6.98635 -17.07321 0.39719
C -4.02272 -15.13146 11.53901
C -4.52151 -14.12639 10.49009
N -5.69586 -14.70396 9.82940
C -5.40483 -15.70186 8.79643
C -6.38522 -15.88433 7.68205
C -6.84123 -15.11047 10.60816
C -7.33431 -14.17681 11.74935
H -3.37564 -15.94183 11.20333
H -4.76025 -15.51166 12.24584
H -3.39027 -14.60274 12.25215
H -4.73715 -13.17603 10.97837
H -3.73936 -13.92728 9.75750
H -4.42379 -15.45144 8.39275
H -5.36761 -16.68252 9.27079
H -6.77014 -14.95131 7.27045
H -6.07002 -16.54782 6.87673
H -7.34321 -16.28044 8.01888
H -6.50461 -16.04784 11.05102
H -7.56274 -15.40154 9.84475
H -6.48244 -13.99555 12.40476
H -8.08291 -14.76190 12.28357
H -7.75737 -13.24371 11.37729
C -8.00485 -12.47812 6.50801
C -9.00832 -12.98988 7.56215
N -8.72935 -13.53067 8.71150
O -10.21838 -12.99709 7.38334
H -7.00282 -12.42670 6.93391
H -8.43003 -11.53893 6.15411
H -8.06149 -13.06018 5.58818
H -7.82200 -13.68381 9.12785
H -9.52045 -13.99509 9.13410
C -8.91294 -17.08147 3.46803
C -8.37906 -15.72675 4.00042
N -7.78336 -15.02268 3.14363
O -8.52238 -15.56749 5.21914
H -9.99145 -16.92364 3.47131
H -8.55997 -17.81700 4.19087
H -8.53329 -17.29985 2.46990
H -7.19735 -15.45537 2.44400
H -7.38935 -14.16954 3.51377
C -13.26413 -13.46247 4.24670
C -12.44043 -14.68984 4.50070
N -11.59632 -14.69619 5.49213
O -12.33559 -15.55386 3.71882
H -12.77176 -12.63855 4.76325
H -14.31349 -13.64927 4.47486
H -13.25896 -13.13018 3.20860
H -11.47169 -13.85872 6.04278
H -10.88203 -15.41006 5.50869
```

- Multiplicity: 1
- SMILES string: O=C1c2ccccc2C(=O)c2ccccc21.O=C1c2ccccc2C(=O)c2ccccc21.O=C1c2ccccc2C(=O)c2ccccc21.O=C1c2ccccc2C(=O)c2ccccc21.O=C1c2ccccc2C(=O)c2ccccc21.CCN(CC)CC.CCN(CC)CC.CCN(CC)CC.CC(N)=O.CC(N)=O.CC(N)=O
- Total energy: -134655.0787 eV

Atom charges from the Löwdin analysis, given in e for atoms 1 to 4: atom 1 (O): 0.114, atom 2 (C): -0.221, atom 3 (C): -0.087, atom 4 (C): 0.012

Entry 2:
Here is 19 unconnected molecules or ions with the total composition C95H95N19 at a distorted geometry from the OMol25 dataset. Energies are from ωB97M-V/def2-TZVPD.

The geometry in XYZ format:
```
209
C95H95N19, DFT ωB97M-V/def2-TZVPD
N 3.17255 1.25760 3.78422
C 3.70465 1.18474 2.57463
C 4.49717 2.26156 2.11034
C 4.49686 3.50067 2.75571
C 3.80717 3.55082 3.95910
C 3.21965 2.43261 4.44191
H 3.57104 0.27314 2.03084
H 4.95306 2.25258 1.08531
H 5.03015 4.36101 2.34685
H 3.73917 4.47969 4.52915
H 2.78718 2.49611 5.45156
N -7.52611 1.63657 -2.53324
C -8.09107 0.58382 -1.97117
C -7.59259 -0.09092 -0.88003
C -6.35125 0.29511 -0.33340
C -5.75383 1.43841 -0.84341
C -6.39378 2.11249 -1.95615
H -9.05130 0.36776 -2.35530
H -8.23398 -0.86022 -0.50320
H -5.93421 -0.19033 0.55422
H -4.84445 1.86602 -0.42037
H -5.95052 2.97937 -2.36839
N 1.96319 -5.83876 -3.72537
C 1.37704 -4.62204 -3.75097
C 0.91130 -3.92068 -2.65672
C 1.11018 -4.51709 -1.45175
C 1.78755 -5.73193 -1.31995
C 2.23029 -6.37800 -2.50430
H 1.37672 -4.14338 -4.71305
H 0.50427 -2.95429 -2.71474
H 0.82357 -3.95547 -0.57292
H 1.99639 -6.16109 -0.36065
H 2.78761 -7.29927 -2.47610
N 4.53818 2.39472 -3.15063
C 5.10512 3.48965 -2.65837
C 6.06595 3.41664 -1.67119
C 6.52398 2.15688 -1.19965
C 5.97964 1.00416 -1.78617
C 4.98182 1.15913 -2.74586
H 4.96514 4.40234 -3.17418
H 6.46279 4.33247 -1.34483
H 7.42456 2.08461 -0.60720
H 6.28393 0.01874 -1.51481
H 4.47310 0.39498 -3.26977
N 4.00099 -2.18827 2.79017
C 3.43030 -1.95667 3.99496
C 4.19362 -1.53985 5.14165
C 5.51719 -1.35060 4.97058
C 6.13591 -1.62339 3.76899
C 5.34282 -2.09435 2.69741
H 2.34171 -1.92423 4.06112
H 3.76673 -1.49971 6.14214
H 6.12862 -1.11852 5.84784
H 7.19521 -1.39897 3.50251
H 5.75591 -2.34872 1.73082
N 1.07916 -1.12599 -5.04951
C 1.83186 -0.28273 -5.74304
C 1.69292 -0.06551 -7.05580
C 0.67160 -0.69807 -7.77030
C -0.06139 -1.64978 -7.03169
C 0.19984 -1.94222 -5.67910
H 2.55632 0.33677 -5.13234
H 2.25673 0.72741 -7.56654
H 0.39864 -0.48959 -8.79575
H -0.88309 -2.24762 -7.43938
H -0.29751 -2.67358 -5.06291
N -4.85853 0.14254 3.62931
C -5.74472 0.94716 3.04456
C -5.33692 2.07341 2.34057
C -3.99070 2.31497 2.33256
C -3.06523 1.54303 3.01793
C -3.57729 0.44944 3.65210
H -6.76941 0.66600 3.24556
H -5.98365 2.75983 1.89707
H -3.60597 3.19428 1.80423
H -1.99568 1.70144 2.99152
H -2.77124 -0.14725 4.19883
N 4.97470 -3.09718 -0.62074
C 5.53880 -3.55354 -1.72058
C 5.09773 -3.33730 -3.03523
C 3.99931 -2.50197 -3.19561
C 3.41261 -1.98629 -2.07524
C 3.88845 -2.29713 -0.83027
H 6.37728 -4.25427 -1.59818
H 5.54121 -3.69017 -3.93736
H 3.69993 -2.14416 -4.17412
H 2.57690 -1.31327 -2.11696
H 3.47549 -1.79554 0.02862
N 0.37687 -4.72552 2.03879
C 1.27513 -4.72601 3.06415
C 1.57742 -5.85381 3.81190
C 0.89145 -7.06898 3.50924
C -0.17557 -7.05399 2.67019
C -0.37562 -5.87828 1.94296
H 1.77769 -3.77883 3.19497
H 2.34885 -5.93603 4.54538
H 1.19373 -7.96406 3.97165
H -0.81406 -7.97298 2.45592
H -1.03803 -5.73808 1.10510
N -0.19368 -0.64988 4.10222
C -0.18677 -1.87032 4.56108
C 0.14764 -2.13468 5.90204
C 0.29775 -1.09829 6.78219
C 0.32264 0.19479 6.30266
C 0.06681 0.35691 4.95068
H -0.34141 -2.68533 3.84072
H 0.05484 -3.13677 6.24558
H 0.45415 -1.25574 7.85865
H 0.41001 1.02642 6.98076
H 0.03956 1.37702 4.56794
N -0.83336 2.53319 -8.64048
C 0.31503 3.17299 -8.82959
C 1.12974 3.55461 -7.78823
C 0.78860 3.25707 -6.46474
C -0.44526 2.62834 -6.29449
C -1.18018 2.22256 -7.39883
H 0.66504 3.32686 -9.83906
H 2.11950 3.94958 -7.95269
H 1.30158 3.60080 -5.56888
H -0.72600 2.44383 -5.20682
H -2.12441 1.69115 -7.34174
N -1.81405 4.51875 7.85619
C -1.48659 3.46288 7.10712
C -2.43125 2.73777 6.35728
C -3.82277 3.02737 6.52140
C -4.13113 4.06732 7.38179
C -3.10093 4.84803 7.91993
H -0.43255 3.16795 7.01021
H -2.02456 2.00410 5.71835
H -4.52061 2.36413 6.02532
H -5.15892 4.43626 7.61429
H -3.45336 5.75164 8.42908
N 0.94635 5.29196 2.55083
C -0.23812 4.77676 2.33491
C -1.35439 5.15194 3.11227
C -1.15435 5.96008 4.25490
C 0.14226 6.34405 4.54466
C 1.13424 5.99496 3.65248
H -0.30886 4.16230 1.41657
H -2.36408 4.85484 2.83357
H -1.92988 6.16735 4.96931
H 0.43677 6.91940 5.40618
H 2.12278 6.31237 3.90135
N -6.63172 -3.03682 -0.02624
C -5.80557 -3.03266 -1.02414
C -4.46488 -2.83529 -0.91620
C -3.96439 -2.74517 0.35222
C -4.78428 -2.93399 1.46237
C -6.14949 -3.12439 1.21415
H -6.15023 -3.01062 -2.11363
H -3.89978 -2.87798 -1.79676
H -2.91723 -2.49216 0.54373
H -4.40617 -2.93020 2.45796
H -6.88305 -3.33033 1.99185
N 5.05378 -6.57203 3.41254
C 4.83813 -7.56579 2.54017
C 5.31969 -7.57190 1.22236
C 5.95699 -6.40936 0.79846
C 6.18708 -5.37507 1.68749
C 5.66312 -5.46711 2.96861
H 4.32454 -8.47788 2.91657
H 5.10145 -8.37043 0.57482
H 6.24480 -6.30161 -0.25715
H 6.60937 -4.46013 1.29718
H 5.76655 -4.61542 3.60189
N 0.86311 3.28436 -2.88928
C 0.84969 1.98007 -2.68534
C 1.26052 1.37310 -1.51593
C 1.62586 2.20405 -0.48976
C 1.72333 3.59074 -0.62497
C 1.31991 4.08534 -1.90494
H 0.47094 1.39098 -3.54434
H 1.14622 0.29469 -1.38367
H 1.89405 1.73774 0.48540
H 1.96039 4.22058 0.20664
H 1.36608 5.11374 -2.16074
N -3.64359 -0.89620 -5.86022
C -4.87150 -1.07822 -6.41814
C -5.92767 -0.25059 -6.14740
C -5.74292 0.89108 -5.35203
C -4.46328 1.18373 -4.86257
C -3.45029 0.24724 -5.19254
H -5.01586 -2.03062 -6.94479
H -6.89954 -0.50112 -6.48875
H -6.55118 1.64266 -5.19546
H -4.21756 2.11396 -4.38721
H -2.37620 0.50582 -4.93040
N -0.38533 -1.79161 -0.72379
C -0.29325 -1.24689 0.52481
C -0.92206 -0.05318 0.89378
C -1.68228 0.63259 -0.01867
C -1.92579 0.01232 -1.23271
C -1.25732 -1.16046 -1.54798
H 0.28536 -1.83740 1.19339
H -0.55605 0.45966 1.75414
H -1.98119 1.64723 0.12655
H -2.57685 0.43204 -2.05681
H -1.24209 -1.55795 -2.56816
N -3.31130 4.14936 -0.78119
C -4.09916 5.23355 -0.87451
C -4.37184 5.93293 -2.05242
C -3.69626 5.59174 -3.18180
C -2.87338 4.44212 -3.19120
C -2.73348 3.78773 -1.96218
H -4.56777 5.50130 0.01574
H -5.04885 6.81163 -2.04109
H -3.88620 6.11363 -4.12644
H -2.34389 4.22646 -4.15403
H -2.10091 2.93473 -1.90489
```

- Multiplicity: 1
- Energy above the lowest of the compared OMol25 structures with the same formula, charge and spin: 61.77 kcal per mole

Atom charges from the Löwdin analysis, given in e for atoms 1 to 4: atom 1 (N): 0.078, atom 2 (C): -0.145, atom 3 (C): -0.054, atom 4 (C): -0.064